9 unconnected molecules or ions with the total composition C36H72O27, computed with ωB97M-V/def2-TZVPD.

Each line ends with the Mulliken charge.
Cartesian coordinates (Å):
C: -2.7300 -1.8623 -0.3836  -1.50
C: -2.9201 -0.6677 0.5347  0.53
O: -2.1890 -0.9163 1.7333  -0.19
C: -2.4793 -0.2330 2.8339  0.71
O: -3.4618 0.4046 3.0923  -0.69
O: -1.5039 -0.5400 3.6967  -0.18
C: -1.4684 0.0062 5.0138  -0.89
H: -3.2914 -1.6884 -1.3043  0.42
H: -3.1638 -2.7812 0.0153  0.44
H: -1.6988 -2.0922 -0.6425  0.10
H: -3.9950 -0.5816 0.7127  0.43
H: -2.6355 0.2700 0.0560  -0.27
H: -2.4920 0.3625 5.1609  0.43
H: -0.7804 0.8433 5.1118  0.31
H: -1.2387 -0.7517 5.7567  0.24
C: 1.0360 5.1084 0.2946  -0.88
C: -0.2522 5.8814 0.0837  -0.41
O: -1.3903 5.0699 0.3717  -0.11
C: -1.7019 4.7510 1.6029  0.53
O: -1.1242 5.1400 2.5826  -0.63
O: -2.7641 3.9362 1.5852  -0.05
C: -3.3173 3.5114 2.8097  -0.67
H: 1.3978 5.0291 1.3161  0.47
H: 1.7961 5.6044 -0.3157  0.44
H: 0.9479 4.1081 -0.1345  -0.05
H: -0.4045 6.2319 -0.9335  0.17
H: -0.3016 6.7257 0.7783  0.43
H: -2.8266 3.8902 3.7046  0.43
H: -3.3711 2.4235 2.8890  0.13
H: -4.3611 3.8346 2.8093  0.31
C: 3.3694 -4.9122 0.8543  -0.25
C: 2.6712 -6.2624 0.9697  -0.09
O: 3.6002 -7.3030 0.6596  -0.23
C: 4.1787 -8.0576 1.6185  0.61
O: 5.0245 -8.8540 1.3329  -0.59
O: 3.6724 -7.8025 2.8086  -0.26
C: 4.0604 -8.6170 3.9010  -0.78
H: 4.0776 -4.8629 1.6860  0.37
H: 2.6673 -4.0819 0.8220  -0.42
H: 4.0389 -4.8390 -0.0043  0.35
H: 1.8320 -6.3441 0.2745  0.32
H: 2.1427 -6.3626 1.9180  0.15
H: 5.0935 -8.9589 3.8165  0.38
H: 3.4416 -9.5085 3.9845  0.29
H: 4.0484 -8.0193 4.8088  0.22
C: 0.3446 9.5038 -3.3963  -1.17
C: -1.1505 9.2664 -3.1863  -0.28
O: -1.4686 7.8905 -3.0258  -0.24
C: -2.7120 7.4899 -3.1078  0.66
O: -3.6513 8.1984 -3.3867  -0.60
O: -2.7925 6.1908 -2.9587  -0.23
C: -4.0811 5.5772 -3.1160  -1.09
H: 0.6499 9.0520 -4.3409  0.31
H: 0.9237 9.0943 -2.5709  0.28
H: 0.5214 10.5755 -3.4640  0.39
H: -1.7567 9.6995 -3.9791  0.38
H: -1.3728 9.7949 -2.2564  0.27
H: -4.3721 5.9551 -4.1006  0.53
H: -4.7529 5.8407 -2.3071  0.41
H: -3.9257 4.5101 -3.2476  0.40
C: -2.1529 2.5597 -1.6239  0.05
C: -0.7495 2.1668 -2.0781  0.25
O: -0.4788 0.8469 -1.6114  -0.44
C: 0.1593 0.6550 -0.4502  0.75
O: 0.6220 1.5107 0.2463  -0.60
O: 0.3320 -0.6540 -0.3135  0.03
C: 0.9436 -1.1236 0.8815  -0.28
H: -2.2292 2.3412 -0.5570  -0.53
H: -2.9066 1.9797 -2.1582  0.49
H: -2.3480 3.6246 -1.7435  -0.28
H: -0.0159 2.8883 -1.7206  -0.23
H: -0.6880 2.1420 -3.1644  0.40
H: 0.1510 -1.3182 1.6035  0.28
H: 1.6089 -0.3772 1.3170  0.31
H: 1.5081 -2.0169 0.6255  -0.36
C: 4.6235 2.0933 0.9412  -1.15
C: 3.8207 2.6919 -0.2103  0.48
O: 3.8887 1.8145 -1.3305  -0.36
C: 3.0895 1.9835 -2.3469  0.96
O: 2.4889 3.0289 -2.5322  -0.61
O: 3.0368 0.8766 -3.0740  -0.35
C: 1.9880 0.7097 -4.0719  -0.54
H: 4.7813 2.8187 1.7325  0.37
H: 5.5552 1.6900 0.5453  0.34
H: 4.0491 1.2257 1.2681  0.12
H: 4.0807 3.7183 -0.4719  0.35
H: 2.7590 2.7619 0.0326  -0.28
H: 1.6422 1.6903 -4.3974  0.31
H: 1.2400 0.1600 -3.5092  0.11
H: 2.3481 0.2329 -4.9781  0.33
C: 5.6521 -8.3057 -2.5913  -0.98
C: 4.5205 -7.7569 -3.4551  -0.27
O: 4.3416 -6.3871 -3.0747  -0.28
C: 3.2111 -5.7898 -3.3361  0.74
O: 2.3109 -6.1949 -4.0252  -0.58
O: 3.2559 -4.5461 -2.8433  -0.30
C: 2.1177 -3.7220 -2.8968  -0.56
H: 6.0867 -9.2019 -3.0278  0.38
H: 5.2377 -8.4982 -1.6008  0.16
H: 6.4344 -7.5621 -2.4421  0.28
H: 3.5785 -8.2685 -3.2634  0.34
H: 4.7867 -7.7762 -4.5128  0.32
H: 2.0801 -3.0586 -2.0282  0.02
H: 1.1882 -4.2841 -2.9402  0.39
H: 2.1347 -2.9516 -3.6724  0.32
C: 1.8354 -2.1563 4.2998  -1.33
C: 2.7903 -3.2835 3.9611  0.04
O: 2.8240 -4.1885 5.0841  -0.38
C: 2.0777 -5.2701 5.0063  0.85
O: 1.2097 -5.5397 4.2261  -0.58
O: 2.4589 -6.0698 6.0290  -0.36
C: 1.7752 -7.2915 6.2463  -0.68
H: 1.8350 -2.0105 5.3870  0.49
H: 0.8050 -2.4800 4.1448  0.24
H: 2.1540 -1.1826 3.9336  0.38
H: 3.7693 -2.8241 3.8399  0.40
H: 2.4610 -3.7028 3.0165  0.04
H: 2.4499 -7.8637 6.8768  0.25
H: 1.6621 -7.8209 5.2961  0.30
H: 0.7711 -7.1352 6.6396  0.31
C: -7.9132 3.0106 -4.4054  -1.33
C: -7.3727 3.7017 -3.1614  0.23
O: -7.1123 2.7418 -2.1438  -0.31
C: -6.4722 3.1462 -1.0464  0.84
O: -5.9805 4.2248 -0.8559  -0.55
O: -6.5464 2.1904 -0.1452  -0.40
C: -5.7978 2.3470 1.0490  -0.26
H: -8.3258 3.7373 -5.1019  0.39
H: -8.6954 2.2955 -4.1441  0.34
H: -7.1466 2.4167 -4.9024  0.31
H: -8.0265 4.4702 -2.7472  0.32
H: -6.4697 4.2371 -3.4668  -0.07
H: -5.6687 1.3747 1.5252  0.25
H: -6.3138 3.0196 1.7291  0.38
H: -4.7586 2.6168 0.8522  -0.12

Atoms 1-6, force components in eV/Å:
-0.21 -0.27 -0.32
-0.90 -0.57 -0.70
0.11 0.45 -0.27
0.22 -0.99 1.03
-0.19 0.24 -0.46
1.31 -0.32 -0.14

Values from the calculation:
- energy above the lowest of the compared OMol25 structures with the same formula, charge and spin (kcal/mol) = 45.8
- HOMO (Ha) = -0.387
- orbital gap (hartree) = 0.403
- M (g/mol) = 936.9
- F_max (eV/Å) = 2.25
- SMILES string = CCOC(=O)OC.CCOC(=O)OC.CCOC(=O)OC.CCOC(=O)OC.CCOC(=O)OC.CCOC(=O)OC.CCOC(=O)OC.CCOC(=O)OC.CCOC(=O)OC
- energy (eV) = -93782.449
- E_LUMO (eV) = 0.4